The following is a DFT calculation (ωB97M-V/def2-TZVPD) of a molecular structure, C18H15BaN6S2.

Each line ends with the Löwdin charge.
Geometry (Å):
Ba 1.300 -0.172 -0.608  1.81
C 2.085 5.173 -1.216  -0.07
C 1.820 5.140 -2.580  -0.06
C 0.930 4.213 -3.100  -0.02
C 0.329 3.291 -2.255  -0.27
C 0.567 3.340 -0.881  -0.09
C 1.443 4.282 -0.364  -0.08
N -0.537 2.309 -2.832  0.09
N -0.360 1.201 -2.302  -0.14
C -1.158 0.089 -2.678  -0.38
C -2.218 0.190 -3.588  -0.03
C -2.940 -0.947 -3.863  -0.08
C -2.606 -2.153 -3.239  -0.08
C -1.553 -2.217 -2.341  -0.17
C -0.776 -1.091 -2.021  -0.30
H 2.768 5.909 -0.816  0.11
H 2.302 5.849 -3.240  0.11
H 0.702 4.180 -4.157  0.12
H -0.013 2.701 -0.219  0.09
H 1.596 4.343 0.707  0.09
H -2.458 1.140 -4.047  0.11
H -3.768 -0.907 -4.558  0.11
H -3.184 -3.041 -3.464  0.10
H -1.335 -3.176 -1.880  0.07
N 0.184 -4.055 0.721  0.11
C -0.042 -2.932 1.445  -0.70
N 0.816 -1.945 1.533  -0.06
C 0.280 -0.924 2.317  -0.43
C -0.975 -1.126 2.771  -0.32
S -1.540 -2.671 2.271  1.10
C 1.098 0.270 2.552  -0.45
C 2.454 0.320 2.407  -0.45
S 3.025 1.904 2.788  1.06
C 1.381 2.380 3.102  -0.69
N 0.493 1.444 2.933  0.11
N 1.069 3.664 3.412  0.11
H 1.143 -4.288 0.522  0.11
H -0.444 -4.834 0.822  0.10
H -1.572 -0.469 3.380  0.09
H 3.129 -0.507 2.255  0.08
H 1.771 4.242 3.842  0.10
H 0.122 3.821 3.722  0.12

HOMO energy in eV: -10.60
Orbital gap in eV: 7.53
Net charge: +1
ΔE to the lowest compared entry with this formula, charge and spin in eV: 0.321



The following is a DFT calculation (ωB97M-V/def2-TZVPD) of a molecular structure, C18H15Cl3MnN4S2Si.

Each line ends with the Mulliken spin population.
Geometry (Å):
Mn 0.585 -0.243 -0.267  4.16
S 4.255 -2.034 1.355  0.01
C 4.209 -0.467 2.029  -0.03
C 3.054 0.201 1.737  0.04
C 2.170 -0.579 0.946  -0.25
C 2.703 -1.818 0.665  -0.01
C 1.955 -2.778 -0.122  0.00
C 2.303 -4.095 -0.381  0.00
C 1.422 -4.885 -1.098  0.01
C 0.220 -4.351 -1.545  0.01
C -0.048 -3.026 -1.274  0.01
N 0.796 -2.260 -0.583  -0.06
H 5.046 -0.110 2.608  0.00
H 2.854 1.199 2.097  0.00
H 3.241 -4.493 -0.020  0.00
H 1.669 -5.917 -1.309  0.00
H -0.492 -4.944 -2.099  0.00
H -0.948 -2.545 -1.633  0.01
C 1.459 4.771 -0.169  0.00
N 0.071 4.345 -0.315  0.00
C -0.964 5.161 -0.713  0.00
C -2.079 4.411 -0.713  0.00
N -1.718 3.136 -0.300  -0.01
C -0.383 3.103 -0.062  0.00
S 0.707 1.928 0.561  -0.06
C -2.681 2.082 -0.192  0.00
C -3.969 2.384 0.235  0.00
C -4.895 1.357 0.231  0.00
C -4.506 0.092 -0.194  0.00
C -3.187 -0.094 -0.561  -0.01
N -2.280 0.886 -0.549  0.01
H 1.538 5.785 -0.548  0.00
H 2.104 4.108 -0.739  0.00
H 1.750 4.742 0.879  0.00
H -0.808 6.192 -0.974  0.00
H -3.084 4.649 -1.005  0.00
H -4.231 3.376 0.573  0.00
H -5.909 1.540 0.559  0.00
H -5.206 -0.730 -0.229  0.00
H -2.825 -1.060 -0.902  0.00
Cl -2.272 0.403 2.842  0.01
Si -1.219 -0.792 1.566  0.07
Cl -1.694 -2.709 2.107  0.01
Cl 0.170 0.120 -2.494  0.06

HOMO energy (spin up / spin down) in eV: -11.04 / -11.21
Orbital gap (spin up / spin down) in eV: 7.15 / 7.41
Multiplicity: 5
Net charge: +1
ΔE to the lowest compared entry with this formula, charge and spin in eV: 2.185



The following is a DFT calculation (ωB97M-V/def2-TZVPD) of a molecular structure, C18H15F7N4O4S3Sn.

Each line ends with the Löwdin charge.
Geometry (Å):
Sn -4.575 -1.722 -18.953  1.27
F -8.935 2.020 -21.217  0.12
C -8.055 1.588 -20.282  -0.65
F -7.255 2.624 -19.973  0.12
F -8.723 1.209 -19.212  0.15
S -6.981 0.247 -21.019  0.58
O -5.834 0.156 -20.155  -0.47
O -6.754 0.663 -22.360  -0.25
N -8.027 -0.988 -21.049  -0.27
S -7.944 -2.388 -20.147  0.67
O -8.632 -3.368 -20.916  -0.25
O -6.626 -2.658 -19.560  -0.49
C -9.129 -2.155 -18.666  -0.62
F -8.469 -1.505 -17.730  0.14
F -9.468 -3.341 -18.160  0.13
F -10.296 -1.483 -18.946  0.12
C -6.139 -6.443 -17.900  -0.01
N -6.399 -5.112 -17.221  -0.09
C -7.525 -4.855 -16.488  -0.07
C -7.344 -3.702 -15.825  -0.05
N -6.111 -3.187 -16.172  0.05
C -5.425 -4.152 -16.872  -0.69
S -3.980 -4.101 -17.757  0.57
C -5.482 -1.853 -15.636  -0.38
C -6.488 -1.135 -14.716  -0.06
C -6.974 0.093 -14.974  -0.09
C -6.477 0.858 -16.085  -0.11
C -5.593 0.226 -16.878  -0.25
N -5.187 -1.074 -16.814  -0.12
H -6.362 -7.280 -17.222  0.09
H -5.041 -6.446 -18.162  0.06
H -6.687 -6.615 -18.849  0.10
H -8.472 -5.381 -16.625  0.14
H -8.071 -3.192 -15.247  0.12
H -6.859 -1.725 -13.846  0.12
H -7.700 0.530 -14.281  0.11
H -6.899 1.823 -16.388  0.10
H -5.096 0.836 -17.631  0.10
F -4.213 -4.916 -10.007  0.04
C -4.407 -4.332 -11.227  -0.24
C -4.181 -5.068 -12.373  -0.01
C -4.158 -4.378 -13.560  -0.04
C -4.243 -2.992 -13.571  -0.21
C -4.172 -2.242 -14.882  -0.09
C -4.651 -2.297 -12.423  -0.06
C -4.773 -2.953 -11.241  0.01
H -4.075 -6.177 -12.339  0.14
H -3.948 -4.892 -14.466  0.10
H -3.524 -2.891 -15.537  0.08
H -3.780 -1.258 -14.703  0.12
H -4.903 -1.261 -12.602  0.11
H -4.856 -2.326 -10.373  0.11

HOMO energy in eV: -7.81
Orbital gap in eV: 7.38
ΔE to the lowest compared entry with this formula, charge and spin in eV: 0.047